Entry 1:
Below is 6 unconnected molecules or ions with the total composition C28H57BrN6O8P in a non-equilibrium geometry, with properties calculated with the ωB97M-V functional and the def2-TZVPD basis.

As for the net charge: +1. The electronic energy comes out at -134603.4045 eV. Its max |F| is 4.5 eV Å⁻¹.

The geometry in XYZ format:
```
101
Properties=species:S:1:pos:R:3:forces:R:3:lowdin_charge:R:1
C -2.647340 -0.114584 2.946271 0.0 0.0 0.0 -0.034
C 0.010962 -2.647190 -3.531665 -0.1 -0.5 -0.1 -0.538
H -1.646504 0.077392 2.556947 -0.2 0.2 0.2 0.046
H -5.887307 -6.144899 -1.848821 0.1 -0.1 0.1 0.076
H -0.443845 3.141079 1.635417 0.9 -0.7 1.1 0.123
H -0.237587 1.740614 2.915654 0.6 1.5 -1.0 0.098
H -6.291680 0.135336 3.552162 0.0 -0.3 0.1 0.087
C 0.136998 3.406684 -5.061099 0.2 0.1 -0.1 -0.005
H -2.392396 3.368024 -4.862023 0.1 -0.1 0.1 0.079
C 0.830201 -1.433026 -3.187896 -0.1 0.0 0.0 -0.014
N -0.448572 -1.825016 1.065688 2.9 2.2 -1.9 -0.187
H -2.173879 -3.134823 -0.935779 -0.8 -0.2 0.3 0.050
Br 5.573337 -3.078290 2.885259 -0.7 0.6 -0.6 0.621
H 3.515843 -0.325921 3.404053 -0.3 -1.3 -1.4 0.131
H 1.338590 7.903476 0.054413 0.0 0.3 0.0 0.084
C 4.354212 7.520920 2.174547 0.1 0.0 0.2 -0.008
C 5.694771 -0.457942 1.631322 -1.0 0.7 -0.1 -0.163
H -3.256299 -0.536706 2.143206 0.0 -0.2 0.2 0.069
C 0.784845 -2.006425 1.847942 1.8 3.0 -1.2 0.027
H 3.476586 1.342610 -0.330025 -0.8 -0.1 1.8 0.142
C -2.558077 2.536872 -4.180010 -0.2 -0.4 0.3 -0.069
N -1.319097 1.915949 -3.759986 0.5 0.3 0.0 0.007
C 1.707505 2.875039 2.430266 -0.6 1.2 -0.2 -0.150
H 0.808961 -2.946297 2.511557 -0.1 1.8 -1.2 0.125
H -4.897556 -0.951859 3.751683 0.0 0.2 0.0 0.076
H -1.298347 -5.420358 0.498931 0.7 1.0 1.4 0.055
H -1.365680 1.131738 -3.124018 -0.1 0.0 -0.2 0.117
H 2.612968 -2.928456 -4.196013 -0.2 -0.1 0.0 0.077
C 0.550695 0.394776 0.047209 0.8 -3.3 2.9 0.104
H 0.160652 -4.776659 1.507885 -1.6 -0.3 0.0 0.040
H -6.583542 -6.647872 -0.290698 -0.2 0.1 -0.2 0.084
N -4.516031 1.119303 3.951589 0.6 -0.1 -0.3 0.013
C -3.530989 -7.222692 -1.086370 0.1 -0.5 0.3 -0.556
C 2.406944 8.128088 0.023072 -0.1 -0.3 -0.4 -0.075
H -4.863945 2.018325 4.255315 0.0 -0.1 0.0 0.147
H 1.387228 3.028220 0.123455 1.1 -0.2 1.2 0.100
O -0.238675 3.698191 3.667429 -0.1 -0.2 -0.8 -0.120
H -2.294227 -5.882820 -2.191111 -0.1 -0.1 0.1 0.077
H -1.207938 3.846970 3.700705 0.8 -0.6 -0.2 0.070
C -5.369532 -0.039297 4.110300 -0.3 0.4 0.2 -0.069
C -0.977667 -4.803468 1.427711 0.1 -0.1 -1.1 -0.232
N -4.798552 -7.587523 -0.750324 0.5 0.3 -0.2 0.004
C 2.963362 1.412874 0.706011 -1.3 0.0 0.2 -0.138
H 3.070798 -2.103203 3.403632 0.4 1.5 -1.2 0.089
C 3.322807 -1.219611 2.698048 -1.4 -1.1 0.1 -0.209
C -3.261524 1.172195 3.430562 -0.4 0.5 0.3 -0.519
C -0.590245 -0.681649 0.192660 2.7 2.8 -0.1 -0.202
N 3.136645 6.883363 0.139009 0.3 -0.1 0.4 0.003
C 2.046768 -3.820556 -4.455606 -0.2 -0.4 -0.2 -0.069
H 3.702090 1.351709 1.573833 -0.9 -0.1 -1.5 0.090
H 5.504689 0.057483 0.612320 0.5 -0.9 1.6 0.079
H 1.610908 -1.699952 -2.470913 0.1 0.1 -0.1 0.088
O 0.901231 1.618058 -3.665736 -0.1 0.2 0.1 0.010
H 0.426494 1.280047 -0.661325 0.0 -1.6 1.0 0.117
O -2.575455 -7.841510 -0.633410 0.0 0.3 0.0 0.015
C -0.047512 2.251982 -4.115227 0.1 -0.3 0.2 -0.540
H 2.652671 8.826103 0.820496 0.0 -0.2 -0.1 0.077
H 3.450189 7.751532 2.743030 0.1 0.2 -0.1 0.088
O -1.195257 -2.707422 -3.304201 0.0 0.0 0.4 0.006
H 2.978589 6.166727 -0.555509 0.0 0.1 0.1 0.137
H -0.265432 4.321467 -4.619736 -0.1 0.0 -0.2 0.089
C -6.044153 -6.986885 -1.177778 -0.1 -0.4 0.3 -0.075
H 0.032760 -4.478980 -4.313044 0.1 0.1 0.0 0.143
H -1.983385 0.536569 -0.545448 0.5 -0.8 0.2 0.133
N 0.645735 -3.700999 -4.111337 -0.4 0.6 0.4 0.009
H 4.771066 8.432301 1.739686 -0.1 0.0 0.1 0.089
O 4.576243 5.423341 1.043703 -0.1 0.0 0.1 0.006
H 4.326739 -2.091589 0.809690 0.4 0.5 1.8 0.105
H 5.091497 7.095353 2.856460 -0.1 0.0 -0.2 0.087
H -3.170752 1.779599 -4.673446 -0.1 0.2 -0.1 0.090
H 6.775458 -0.808243 1.719403 -1.7 0.4 -0.3 0.067
H -1.502987 -5.291014 2.324931 1.0 0.9 -1.2 0.063
C 1.871947 0.254131 0.880689 -3.1 -1.7 -1.0 -0.051
H 2.245823 2.091222 3.082091 -0.9 1.1 -1.1 0.116
H -3.783583 -5.152898 -1.567632 -0.1 0.0 -0.2 0.069
H -3.080440 2.896386 -3.290770 -0.2 0.1 -0.2 0.083
H -6.636145 -7.750545 -1.686601 -0.2 0.2 -0.1 0.086
H 5.497246 0.361093 2.425951 0.5 -1.4 -1.1 0.084
C -3.357779 -6.053459 -2.016397 0.1 0.1 -0.1 -0.016
H 1.273580 -1.010030 -4.091564 0.1 0.1 0.2 0.091
C 1.987898 -1.002406 1.797636 -2.6 0.2 -1.1 -0.052
H 2.649852 8.579316 -0.941321 -0.1 0.2 0.1 0.085
O -2.671351 2.242973 3.367503 0.0 -0.1 -0.2 0.022
C 0.107902 2.793942 2.581186 0.1 0.0 1.0 -0.254
C 2.204892 2.849484 0.898464 1.7 -0.8 1.0 -0.168
H 1.201042 3.553989 -5.250481 -0.2 -0.1 0.1 0.088
O -1.762560 -0.423342 -0.584949 2.0 -1.0 2.2 0.008
C 4.608833 -1.648405 1.831974 0.7 1.0 -0.1 -0.667
H -0.357410 3.195741 -6.012152 -0.1 0.2 0.1 0.091
H 0.188668 -0.678153 -2.733935 0.1 -0.2 -0.2 0.042
P -1.758209 -3.049048 1.270914 -3.0 -1.6 0.6 0.961
H -3.836245 -6.261872 -2.976090 0.0 0.2 0.1 0.091
H 2.025926 3.900774 2.857841 -0.7 -1.6 -0.6 0.125
H -5.607646 -0.146821 5.170494 -0.1 -0.2 -0.1 0.089
C 4.043073 6.526200 1.090158 0.0 -0.4 -0.3 -0.547
O -2.744219 -3.166619 -0.121362 3.1 0.7 0.6 -0.314
H 2.121675 -3.997358 -5.530475 0.3 0.0 0.1 0.089
H -4.836492 -8.379251 -0.123409 0.0 0.1 -0.1 0.143
H 2.458718 -4.679652 -3.921899 0.2 0.1 -0.1 0.087
H -2.566344 -0.823892 3.773011 -0.1 -0.1 -0.2 0.091
H 3.055250 3.631965 0.826244 -1.5 -1.1 -0.3 0.096
```
Positions in Å, forces in eV/Å.



Entry 2:
Below is 3 unconnected molecules or ions with the total composition C8H14BFO in a non-equilibrium geometry, with properties calculated with the ωB97M-V functional and the def2-TZVPD basis.

As for the net charge: 0. The electronic energy comes out at -13958.9150 eV. As for the spin multiplicity: 3. Its max |F| is 11.3 eV Å⁻¹.

The geometry in XYZ format:
```
25
Properties=species:S:1:pos:R:3:forces:R:3:mulliken_spin:R:1
H -1.582844 2.290378 -2.685396 0.5 0.9 -2.2 0.000
H 0.000654 1.300782 -1.123515 -0.2 0.1 -0.2 0.020
H 3.527215 1.644628 1.573250 -0.7 -1.0 0.7 0.008
H 1.927228 -1.911173 -1.420915 3.1 1.1 -1.5 0.055
B -1.208094 1.479602 0.589601 1.1 1.3 -3.5 -0.009
H 3.678966 0.146733 2.598199 0.6 0.9 1.1 0.026
H 2.391703 1.524174 3.018617 1.2 -0.9 -0.5 0.003
C 0.710471 -1.879409 0.207646 1.3 5.9 9.5 0.672
H -0.161028 -2.192069 0.712293 -0.7 -0.4 0.5 0.022
F -4.103785 0.946276 3.234513 -0.6 0.0 0.3 0.000
H 0.584133 -4.201654 -1.661384 0.3 -0.7 -0.4 0.071
H 0.350883 -2.867280 -2.901858 -0.6 -0.9 0.9 0.027
C 1.544460 -0.853426 0.900847 -4.1 -4.4 -2.5 -0.006
H -2.856592 2.513038 -1.569109 0.1 0.5 0.6 0.000
H -0.384929 2.991067 -0.776135 -0.4 -0.9 0.1 -0.002
H -0.773197 -3.249381 -1.484690 -1.9 0.4 0.2 0.001
H -2.388836 0.932311 -2.048457 0.7 0.7 0.6 0.001
C -1.966085 1.945542 -1.792036 -1.7 -2.1 -0.3 -0.003
C 0.206615 -3.204454 -1.837060 3.1 1.9 -0.4 -0.043
C 2.081966 -0.009423 1.570809 1.3 2.5 0.3 0.365
C -0.827964 1.959694 -0.831619 1.0 0.6 1.6 -0.005
H -3.276185 0.937679 2.837097 0.8 0.0 -0.4 0.000
O -1.544370 1.071258 1.632963 -1.3 -1.2 3.6 0.006
C 2.990396 0.924899 2.264500 -1.0 0.2 -0.7 0.008
C 1.079219 -2.239781 -1.008157 -1.9 -4.5 -7.4 0.782
```
Positions in Å, forces in eV/Å.



Entry 3:
Below is a gas-phase ion, C7H14FN3 (charge +2) in a non-equilibrium geometry, with properties calculated with the ωB97M-V functional and the def2-TZVPD basis.

As for the net charge: +2. Its max |F| is 6.3 eV Å⁻¹. As for the relative energy (zero: lowest compared OMol25 entry of this formula, charge and spin): 440.9 kJ/mol. As for the SMILES: C[C@H]1/C=C(F)\C=[NH+]\C[NH2+]NC1.

The geometry in XYZ format:
```
25
Properties=species:S:1:pos:R:3:forces:R:3:nbo_charge:R:1
H -1.123583 0.341013 1.808868 0.1 0.8 -0.9 0.267
C -0.412438 1.715353 0.018729 1.4 -0.3 2.0 0.266
C -2.734477 -0.880771 0.152011 0.7 -0.2 0.2 -0.035
N -0.295663 -1.027699 0.173396 0.1 3.1 -2.5 -0.334
H -1.509342 -2.462264 -0.192081 -0.1 -2.3 -0.2 0.446
H 1.630908 -1.371805 -0.577401 0.6 -2.0 -0.5 0.252
C 0.916928 -0.610352 -0.548062 0.2 0.8 0.2 -0.252
H -2.793938 -1.451152 1.074336 0.1 0.6 0.5 0.243
H -2.592270 1.019974 -0.625717 -0.8 0.6 -1.5 0.439
C 3.051799 0.432579 0.074193 6.0 0.5 2.0 -0.685
H -3.608716 -1.025125 -0.373981 -1.6 -1.1 -1.7 0.274
C 0.942865 1.739482 0.024934 -2.3 -2.6 0.8 -0.078
C -1.239021 0.706780 0.762069 -0.1 0.3 -0.9 0.188
H 0.782719 -0.195920 -1.550252 -0.5 -0.2 0.2 0.253
H 3.595030 -0.539985 0.290842 -0.8 0.9 -0.5 0.253
H 1.446538 0.254093 1.341510 -0.3 -1.1 2.9 0.232
N -1.407344 -1.535376 -0.497977 -0.3 -0.6 -1.7 -0.380
N -2.459399 0.449931 0.163050 2.6 0.9 3.0 -0.531
H -1.313577 -1.531358 -1.578990 -0.2 0.2 2.0 0.481
C 1.655488 0.393951 0.351152 -2.8 3.2 -2.6 -0.259
H 3.506228 0.893324 -0.799357 -1.0 -0.5 -0.9 0.270
H 0.049551 -1.529197 0.930767 -0.2 -1.8 1.9 0.433
F -1.101885 2.555011 -0.732368 -0.8 0.4 -0.1 -0.281
H 3.619772 1.140055 0.793645 -1.2 -1.1 -0.4 0.277
H 1.393828 2.519447 -0.483323 1.2 1.3 -1.1 0.259
```
Positions in Å, forces in eV/Å.



Entry 4:
Below is a molecular structure, C12H30IOP2Sm in a non-equilibrium geometry, with properties calculated with the ωB97M-V functional and the def2-TZVPD basis.

As for the net charge: +2. As for the spin multiplicity: 6. Its max |F| is 6.4 eV Å⁻¹. As for the relative energy (zero: lowest compared OMol25 entry of this formula, charge and spin): 0.0 kJ/mol.

The geometry in XYZ format:
```
47
Properties=species:S:1:pos:R:3:forces:R:3:mulliken_spin:R:1
P 0.170087 -2.840728 0.248575 0.0 -1.7 -0.3 -0.009
H -2.207529 3.643694 0.287717 0.2 0.1 -0.2 0.000
H 0.064337 -0.071243 4.984877 -0.3 0.1 0.0 0.001
H 1.827187 -3.286508 1.956194 -0.3 -0.2 0.1 0.000
H 1.130355 4.516056 -1.590199 0.1 -0.3 -0.1 0.000
H -1.247257 1.023668 5.494246 0.1 -0.2 -0.4 -0.006
H -2.159012 2.136190 1.981566 0.1 -0.1 0.1 0.003
H 2.175278 3.066692 -1.391769 -0.2 0.2 0.0 0.000
H 0.075041 3.541081 2.191073 0.2 0.1 -0.3 0.000
H -2.121489 -3.494700 0.752104 0.2 -0.2 -0.3 0.000
C -1.388835 -3.769939 -0.022575 -0.2 0.2 0.1 0.000
Sm 0.072336 0.039378 -0.022592 1.6 0.1 1.9 5.398
H 0.170191 -3.379670 2.612606 0.3 -0.1 -0.3 0.000
H -1.223842 4.840695 -0.626889 -0.2 -0.3 0.0 0.000
C 0.811094 -3.661820 1.761407 0.2 0.4 0.1 -0.001
C 0.046582 -0.028192 -4.955375 -0.2 -0.3 0.1 0.001
H -0.532722 0.871249 -5.134774 -0.1 -0.1 0.3 0.000
H 0.681557 -0.398319 2.608721 0.0 -0.2 -0.2 -0.014
H -1.909335 3.395767 -1.454956 0.1 0.2 0.2 0.000
H 0.775742 3.004156 -2.491105 0.1 0.2 0.3 0.000
C -2.413202 0.033467 -0.242037 -6.4 -0.1 0.0 -0.005
C -0.923155 0.325861 4.704591 0.1 -0.2 0.3 -0.020
H 0.831161 -4.759106 1.668863 0.0 0.4 -0.1 0.000
H 0.666797 4.881559 1.160160 0.0 -0.3 -0.1 0.000
O -3.570498 0.004590 -0.279900 5.0 0.1 0.1 -0.002
H -0.129924 1.777753 3.327555 -0.1 -0.3 0.0 -0.003
H 1.228141 -4.636856 -1.020606 0.1 0.4 -0.1 0.000
H -0.987153 -1.031975 2.461845 0.1 -0.1 -0.1 -0.001
H 2.206343 -3.127055 -1.066893 -0.2 -0.2 -0.1 0.000
H -1.622078 -0.523916 4.674794 0.1 0.2 0.2 0.001
H -3.001515 0.818918 2.801610 0.1 0.0 0.1 0.000
C -0.859936 0.951414 3.307997 0.0 0.3 -0.1 0.016
C 1.144067 3.419192 -1.539519 0.1 -0.1 0.0 0.000
H 1.114470 0.149503 -5.043725 -0.1 -0.2 0.3 0.000
H -0.296896 -0.861306 -5.575528 0.1 0.1 0.4 -0.001
C -0.359689 -0.136431 2.343367 -0.4 0.4 0.0 -0.313
H 1.722250 3.475718 1.525154 -0.2 0.2 0.0 0.000
C -1.473465 3.775749 -0.519702 -0.2 -0.1 -0.1 0.001
H -1.806541 -3.529520 -1.011832 0.1 -0.2 0.3 0.000
P 0.074045 2.880341 -0.152225 -0.1 1.5 0.1 -0.018
H -2.538585 2.278684 3.698008 0.1 -0.3 -0.3 0.000
H -1.164217 -4.847450 0.043789 -0.2 0.4 -0.1 0.000
C 0.691736 3.793267 1.314662 0.2 -0.2 0.1 -0.001
C 1.187680 -3.540667 -1.118415 0.2 0.0 0.1 -0.002
H 0.754543 -3.262316 -2.095650 0.2 -0.3 0.5 -0.001
I -0.379575 -0.731801 -2.837442 0.0 0.2 -2.6 -0.014
C -2.209569 1.568475 2.922826 -0.1 0.1 0.0 -0.013
```
Positions in Å, forces in eV/Å.